Computed, not measured: a 3-piece molecular cluster, C3H14N2O2S overall in a non-equilibrium geometry, with wB97M-V/def2-TZVPD.

Bonds (Å) are listed after each position.
CARTESIAN COORDINATES (ANGSTROEM)
1 C 1.4710 -1.2745 0.2174  C2 1.550, N4 1.476, H7 1.070, H8 1.117
2 C 0.7734 -0.9672 1.5669  C1 1.550, S3 1.803, H9 1.098, H10 1.122
3 S 1.2746 -1.9129 3.0184  C2 1.803, H11 1.359
4 N 0.6480 -1.5256 -0.9821  C1 1.476, C5 1.449, H12 1.008
5 C 0.4741 -0.3573 -1.8205  N4 1.449, N6 1.519, H13 1.071, H14 1.088
6 N -0.9187 0.2495 -1.7976  C5 1.519, H15 1.016, H16 1.007
7 H 2.1946 -0.5298 -0.0413  C1 1.070
8 H 1.9094 -2.2818 0.4216  C1 1.117
9 H -0.3084 -1.0471 1.3991  C2 1.098
10 H 0.8018 0.1196 1.8440  C2 1.122
11 H 0.4403 -2.9860 3.0420  S3 1.359
12 H -0.1908 -1.9955 -0.6809  N4 1.008
13 H 1.1179 0.4615 -1.5704  C5 1.071
14 H 0.6228 -0.7841 -2.8098  C5 1.088
15 H -1.4955 -0.1873 -2.5107  N6 1.016
16 H -1.0788 0.3506 -0.8089  N6 1.007
17 H -3.5259 2.9847 0.3037  O19 0.976
18 H -3.4534 2.5834 -1.1271  O19 0.982
19 O -2.8854 2.9824 -0.4330  H17 0.976, H18 0.982
20 H -0.8970 2.5304 -2.4149  O22 0.979
21 H -1.3566 3.7231 -1.5158  O22 0.975
22 O -0.8948 3.5074 -2.3469  H20 0.979, H21 0.975

Properties
HOMO level (spin up / spin down) ... 0.72 / -5.79 eV
Orbital gap (spin up / spin down) ... 2.000 / 8.429 eV
Electronic energy ... -780.7949 Ha
2S+1 ... 2
Total charge ... -1



Computed, not measured: a 3-piece molecular cluster, C3H14N2O3 overall in a non-equilibrium geometry, with wB97M-V/def2-TZVPD.

Bonds (Å) are listed after each position.
CARTESIAN COORDINATES (ANGSTROEM)
1 C -0.1989 -1.3730 -0.8912  N2 1.445, C5 1.538, H7 1.084, H8 1.103
2 N -1.1255 -0.4289 -0.3101  C1 1.445, C3 1.440, H9 1.008
3 C -2.2716 -0.0313 -1.0864  N2 1.440, O4 1.421, H10 1.089, H11 1.085
4 O -2.8816 1.0984 -0.4784  C3 1.421, H12 0.967
5 C 1.1829 -1.1973 -0.2391  C1 1.538, N6 1.468, H13 1.107, H14 1.090
6 N 1.0476 -1.1568 1.2224  C5 1.468, H15 1.018, H16 1.017
7 H -0.0907 -1.2099 -1.9574  C1 1.084
8 H -0.4726 -2.4296 -0.7310  C1 1.103
9 H -1.3826 -0.7285 0.6172  N2 1.008
10 H -1.9188 0.2019 -2.0897  C3 1.089
11 H -3.0798 -0.7549 -1.1093  C3 1.085
12 H -2.1879 1.6402 -0.0793  O4 0.967
13 H 1.8619 -1.9925 -0.6011  C5 1.107
14 H 1.6235 -0.2556 -0.5680  C5 1.090
15 H 1.1100 -2.0984 1.6040  N6 1.018
16 H 1.8110 -0.6389 1.6503  N6 1.017
17 H -0.2906 2.5929 -0.9052  O19 0.969
18 H -0.1061 1.2646 -0.1271  O19 0.983
19 O 0.1896 2.2012 -0.1605  H17 0.969, H18 0.983
20 H 1.7771 1.7055 1.5879  O22 0.966
21 H 2.8748 2.1901 2.5394  O22 0.962
22 O 2.5283 1.4009 2.1124  H20 0.966, H21 0.962

Properties
HOMO level ... -9.37 eV
Orbital gap ... 10.210 eV
SMILES ... NCCNCO.O.O
Electronic energy ... -457.9212 Ha
Total charge ... 0



Computed, not measured: a 2-piece molecular cluster, C3H14N3 overall, with wB97M-V/def2-TZVPD.

Bonds (Å) are listed after each position.
CARTESIAN COORDINATES (ANGSTROEM)
1 C -0.9002 -2.4811 -1.2974  C2 1.519, H4 1.083, H5 1.089, H6 1.087
2 C -0.5701 -1.1044 -1.8483  C1 1.519, N3 1.501, H7 1.089, H8 1.090
3 N 0.7553 -0.6373 -1.3202  C2 1.501, H9 1.085, H10 1.018, H11 1.018
4 H -1.7250 -2.9042 -1.8565  C1 1.083
5 H -0.0445 -3.1475 -1.3942  C1 1.089
6 H -1.2119 -2.4324 -0.2575  C1 1.087
7 H -0.4969 -1.1215 -2.9346  C2 1.089
8 H -1.2993 -0.3453 -1.5642  C2 1.090
9 H 0.7112 -0.3759 -0.2679  N3 1.085
10 H 1.0623 0.2068 -1.8000  N3 1.018
11 H 1.4670 -1.3560 -1.4379  N3 1.018
12 N -0.1190 2.4995 2.1298  C13 1.435, H15 1.012, H16 1.014
13 C 0.0507 1.6071 1.0192  N12 1.435, N14 1.491, H17 1.092, H18 1.089
14 N 0.6487 0.2680 1.2895  C13 1.491, H19 1.018, H20 1.019
15 H -1.0092 2.3574 2.5899  N12 1.012
16 H 0.5989 2.3999 2.8390  N12 1.014
17 H -0.9268 1.4422 0.5608  C13 1.092
18 H 0.6724 2.0840 0.2633  C13 1.089
19 H 1.3853 0.3913 1.9806  N14 1.018
20 H -0.0362 -0.2807 1.8084  N14 1.019

Properties
HOMO level ... -13.17 eV
Orbital gap ... 10.145 eV
Electronic energy ... -286.7317 Ha
Total charge ... +1



Computed, not measured: a 2-piece molecular cluster, C3H14N3O overall in a non-equilibrium geometry, with wB97M-V/def2-TZVPD.

Bonds (Å) are listed after each position.
CARTESIAN COORDINATES (ANGSTROEM)
1 C 2.2903 0.1794 0.7354  O2 1.427, C3 1.516, H5 1.096, H6 1.089
2 O 3.0922 0.4899 1.8746  C1 1.427, H7 0.959
3 C 1.1133 1.1331 0.7887  C1 1.516, N4 1.510, H8 1.089, H9 1.092
4 N 0.3967 1.1985 -0.5385  C3 1.510, H10 1.087, H11 1.041, H12 1.050
5 H 1.9315 -0.8551 0.7871  C1 1.096
6 H 2.8625 0.3555 -0.1741  C1 1.089
7 H 3.7160 -0.2225 2.0274  O2 0.959
8 H 0.4144 0.8449 1.5721  C3 1.089
9 H 1.4306 2.1660 0.9469  C3 1.092
10 H -0.2566 0.3305 -0.5836  N4 1.087
11 H 1.0938 1.1220 -1.3072  N4 1.041
12 H -0.1909 2.0625 -0.6405  N4 1.050
13 N -2.8733 -0.4584 -1.4877  C14 1.444, H16 1.019, H17 1.012
14 C -2.3035 -0.8073 -0.2071  N13 1.444, N15 1.503, H18 1.099, H19 1.092
15 N -0.8704 -1.2520 -0.2852  C14 1.503, H20 1.021, H21 1.018
16 H -2.2459 0.2075 -1.9366  N13 1.019
17 H -2.9302 -1.2936 -2.0565  N13 1.012
18 H -2.2874 0.0965 0.4179  C14 1.099
19 H -2.8884 -1.5980 0.2685  C14 1.092
20 H -0.6037 -1.5941 0.6388  N15 1.021
21 H -0.8909 -2.1053 -0.8404  N15 1.018

Properties
HOMO level (spin up / spin down) ... -3.11 / -10.14 eV
Orbital gap (spin up / spin down) ... 3.675 / 10.569 eV
Electronic energy ... -362.0620 Ha
2S+1 ... 2
Total charge ... 0



Computed, not measured: a 2-piece molecular cluster, C3H14N4O overall in a non-equilibrium geometry, with wB97M-V/def2-TZVPD.

Bonds (Å) are listed after each position.
CARTESIAN COORDINATES (ANGSTROEM)
1 C -0.2497 0.0826 0.8326  C2 1.567, O8 1.388, H9 1.061
2 C -1.1861 -0.2767 -0.3712  C1 1.567, N4 1.295, N6 1.689, H10 1.116
3 C 1.6339 -0.5163 -0.0669  N5 1.436, N7 1.486, H11 0.983
4 N -1.5232 -1.4759 -0.7238  C2 1.295, H12 1.003, H13 0.924
5 N 2.6158 -0.4584 0.9797  C3 1.436, H14 0.968, H15 1.021
6 N -2.6070 0.5465 0.0241  C2 1.689, H16 1.102, H17 0.956, H18 1.005
7 N 1.8240 0.5258 -1.1095  C3 1.486, H19 1.103, H20 0.998, H21 0.988
8 O -0.0529 1.4544 0.9015  C1 1.388, H22 0.956
9 H -0.3602 -0.4534 1.7414  C1 1.061
10 H -0.8233 0.3263 -1.2369  C2 1.116
11 H 1.3959 -1.4220 -0.3666  C3 0.983
12 H -1.7228 -2.3156 -0.2121  N4 1.003
13 H -1.9454 -1.5269 -1.5440  N4 0.924
14 H 2.6775 -1.2648 1.5118  N5 0.968
15 H 2.5764 0.3940 1.5406  N5 1.021
16 H -2.2255 1.5723 0.1526  N6 1.102
17 H -2.8779 0.1751 0.8619  N6 0.956
18 H -3.3002 0.5966 -0.7016  N6 1.005
19 H 1.5143 1.5109 -0.7213  N7 1.103
20 H 2.8143 0.5726 -1.2264  N7 0.998
21 H 1.4005 0.2930 -1.9709  N7 0.988
22 H 0.4216 1.6601 1.7050  O8 0.956

Properties
HOMO level ... -16.53 eV
Orbital gap ... 9.674 eV
Electronic energy ... -416.2451 Ha
Total charge ... +2



Computed, not measured: a 3-piece molecular cluster, C3H14NO2 overall in a non-equilibrium geometry, with wB97M-V/def2-TZVPD.

Bonds (Å) are listed after each position.
CARTESIAN COORDINATES (ANGSTROEM)
1 C 0.2056 0.1804 -2.1716  C2 1.515, H5 1.089, H6 1.090, H7 1.092
2 C -0.0472 -0.8543 -1.0946  C1 1.515, N3 1.519, H8 1.083, H9 1.090
3 N -0.0449 -0.1681 0.2607  C2 1.519, C4 1.484, H10 1.037, H11 1.027
4 C -0.3884 -1.0908 1.3708  N3 1.484, H12 1.088, H13 1.088, H14 1.083
5 H -0.6060 0.9037 -2.2324  C1 1.089
6 H 0.2738 -0.2901 -3.1527  C1 1.090
7 H 1.1607 0.6888 -2.0259  C1 1.092
8 H 0.6586 -1.6745 -1.0386  C2 1.083
9 H -1.0765 -1.2032 -1.1836  C2 1.090
10 H 0.9066 0.1807 0.4790  N3 1.037
11 H -0.6450 0.6536 0.1234  N3 1.027
12 H 0.2898 -1.9386 1.3047  C4 1.088
13 H -0.1693 -0.5762 2.3039  C4 1.088
14 H -1.4181 -1.4225 1.3148  C4 1.083
15 H -2.3786 2.0003 1.2259  O17 0.964
16 H -3.4449 1.3673 0.3323  O17 0.963
17 O -2.5223 1.2839 0.5971  H15 0.964, H16 0.963
18 H 3.4229 -0.2089 0.2655  O20 0.962
19 H 3.1471 0.8296 1.3815  O20 0.964
20 O 2.7234 0.2653 0.7249  H18 0.962, H19 0.964

Properties
HOMO level ... -15.84 eV
Orbital gap ... 13.035 eV
Electronic energy ... -327.7147 Ha
Total charge ... +1



Computed, not measured: a 3-piece molecular cluster, C3H14NO2S overall in a non-equilibrium geometry, with wB97M-V/def2-TZVPD.

Bonds (Å) are listed after each position.
CARTESIAN COORDINATES (ANGSTROEM)
1 C 1.9732 0.1521 0.2943  C2 1.540, N5 1.486, H6 1.115, H7 1.134
2 C 1.2197 1.4472 -0.0600  C1 1.540, C3 1.541, H8 1.134, H9 1.070
3 C 0.6869 1.3647 -1.5040  C2 1.541, S4 1.867, H10 1.114, H11 1.099
4 S -1.0807 0.8007 -1.2999  C3 1.867, H12 1.254
5 N 1.1814 -0.7595 1.1601  C1 1.486, H13 1.033, H14 1.032, H15 1.020
6 H 2.3620 -0.4566 -0.5546  C1 1.115
7 H 2.8643 0.5737 0.8541  C1 1.134
8 H 1.9316 2.3270 -0.1326  C2 1.134
9 H 0.4758 1.8048 0.6208  C2 1.070
10 H 1.2011 0.7769 -2.2981  C3 1.114
11 H 0.6644 2.4286 -1.7803  C3 1.099
12 H -1.6504 1.1948 -2.3455  S4 1.254
13 H 0.6001 -1.2636 0.4710  N5 1.033
14 H 1.7035 -1.2760 1.8847  N5 1.032
15 H 0.4064 -0.4004 1.7181  N5 1.020
16 H -0.7567 -3.5314 -0.5305  O18 0.953
17 H -1.7604 -2.4586 -0.7513  O18 0.957
18 O -0.9609 -2.6410 -0.2580  H16 0.953, H17 0.957
19 H -1.3555 -0.1902 3.3886  O21 0.939
20 H -2.1671 -0.8132 2.0926  O21 0.978
21 O -1.3862 -0.3583 2.4653  H19 0.939, H20 0.978

Properties
HOMO level ... -12.43 eV
Orbital gap ... 9.434 eV
Electronic energy ... -725.8557 Ha
Total charge ... +1



Computed, not measured: a 3-piece molecular cluster, C3H14NO3 overall in a non-equilibrium geometry, with wB97M-V/def2-TZVPD.

Bonds (Å) are listed after each position.
CARTESIAN COORDINATES (ANGSTROEM)
1 C 0.3879 -1.1538 1.0127  O2 1.424, C3 1.555, H6 1.157, H7 1.084
2 O -0.1191 -1.8929 -0.0944  C1 1.424, H8 1.004
3 C 0.5105 0.3367 0.5875  C1 1.555, C4 1.469, N5 1.457, H9 1.180
4 C 1.2607 1.1243 1.5751  C3 1.469, H10 1.140, H11 1.076, H12 1.100
5 N 1.0669 0.3481 -0.7594  C3 1.457, H13 1.038, H14 1.091, H15 1.112
6 H -0.4141 -1.2519 1.8411  C1 1.157
7 H 1.3423 -1.6218 1.2261  C1 1.084
8 H -1.1193 -1.8140 -0.0533  O2 1.004
9 H -0.6247 0.6592 0.5599  C3 1.180
10 H 1.6426 0.5125 2.4575  C4 1.140
11 H 0.6959 1.9355 2.0009  C4 1.076
12 H 2.1681 1.5237 1.0976  C4 1.100
13 H 2.0466 0.0154 -0.6808  N5 1.038
14 H 0.5570 -0.3858 -1.3854  N5 1.091
15 H 1.0664 1.3489 -1.2438  N5 1.112
16 H 0.2756 3.4196 -1.4606  O18 1.031
17 H -0.3790 2.7304 -2.7596  O18 1.032
18 O 0.3675 2.5871 -2.0615  H16 1.031, H17 1.032
19 H -2.9950 -2.5438 0.4547  O21 0.942
20 H -3.3952 -0.9922 0.5818  O21 0.959
21 O -2.9097 -1.6711 0.1093  H19 0.942, H20 0.959

Properties
HOMO level ... -14.24 eV
Orbital gap ... 11.148 eV
Electronic energy ... -402.9185 Ha
Total charge ... +1



Look up the total charge of the seventh one.
+1



Copy entry 3 word for word.
Computed, not measured: a 2-piece molecular cluster, C3H14N3 overall, with wB97M-V/def2-TZVPD.

Bonds (Å) are listed after each position.
CARTESIAN COORDINATES (ANGSTROEM)
1 C -0.9002 -2.4811 -1.2974  C2 1.519, H4 1.083, H5 1.089, H6 1.087
2 C -0.5701 -1.1044 -1.8483  C1 1.519, N3 1.501, H7 1.089, H8 1.090
3 N 0.7553 -0.6373 -1.3202  C2 1.501, H9 1.085, H10 1.018, H11 1.018
4 H -1.7250 -2.9042 -1.8565  C1 1.083
5 H -0.0445 -3.1475 -1.3942  C1 1.089
6 H -1.2119 -2.4324 -0.2575  C1 1.087
7 H -0.4969 -1.1215 -2.9346  C2 1.089
8 H -1.2993 -0.3453 -1.5642  C2 1.090
9 H 0.7112 -0.3759 -0.2679  N3 1.085
10 H 1.0623 0.2068 -1.8000  N3 1.018
11 H 1.4670 -1.3560 -1.4379  N3 1.018
12 N -0.1190 2.4995 2.1298  C13 1.435, H15 1.012, H16 1.014
13 C 0.0507 1.6071 1.0192  N12 1.435, N14 1.491, H17 1.092, H18 1.089
14 N 0.6487 0.2680 1.2895  C13 1.491, H19 1.018, H20 1.019
15 H -1.0092 2.3574 2.5899  N12 1.012
16 H 0.5989 2.3999 2.8390  N12 1.014
17 H -0.9268 1.4422 0.5608  C13 1.092
18 H 0.6724 2.0840 0.2633  C13 1.089
19 H 1.3853 0.3913 1.9806  N14 1.018
20 H -0.0362 -0.2807 1.8084  N14 1.019

Properties
HOMO level ... -13.17 eV
Orbital gap ... 10.145 eV
Electronic energy ... -286.7317 Ha
Total charge ... +1